# 1
C9H14N2O7 | ωB97M-V/def2-TZVPD

```
! wB97M-V def2-TZVPD RIJCOSX def2/J DEFGRID3
* xyz 0 1
N 1.5235 0.7086 -1.0688
C 1.9650 -0.6313 -1.0956
C 2.6020 -1.2501 0.1637
C 1.5913 -1.3316 1.2641
O 1.5112 -0.5696 2.1898
O 0.5945 -2.2199 1.0680
C 0.8171 -1.4755 -1.4913
O 1.0464 -2.6492 -1.6979
N -0.4406 -0.9587 -1.4264
C -1.0507 -0.1575 -0.3712
C -1.4830 1.2912 -0.8420
C -1.7900 2.1035 0.3937
C -0.6308 2.2893 1.3349
O 0.3283 2.9925 1.1203
O -0.7575 1.5180 2.4504
C -2.3481 -0.8262 0.0015
O -2.9921 -1.4196 -0.7992
O -2.6987 -0.6586 1.3132
H 2.0809 1.4350 -0.6238
H 1.3040 0.9055 -2.0669
H 2.6902 -0.7473 -1.9181
H 2.9529 -2.2486 -0.1227
H 3.4596 -0.5992 0.4619
H 0.8533 -2.8461 0.4248
H -1.1115 -1.5426 -1.8810
H -0.3141 -0.0450 0.4427
H -2.3532 1.1316 -1.4733
H -0.7243 1.7287 -1.4464
H -2.5862 1.7013 1.0611
H -1.9995 3.1015 -0.0117
H 0.0685 1.3289 2.8677
H -2.1086 -0.0589 1.7787
*
```

- molecular weight (g mol⁻¹) = 262.22
- maximum force (eV Å⁻¹) = 2.499
- Kohn-Sham gap (eV) = 10.238
- SMILES = N[C@@H](CC(=O)O)C(=O)N[C@@H](CCC(=O)O)C(=O)O
- energy relative to the best compared isomer or geometry (same formula, charge and spin) (eV) = 1.4714
- energy (eV) = -26873.764

Here are the Löwdin charges for atoms 1 to 6, given in e:
1 N 0.069
2 C -0.334
3 C -0.021
4 C -0.509
5 O 0.117
6 O 0.138

***

# 2
C63H44NO17PS | ωB97M-V/def2-TZVPD

```
! wB97M-V def2-TZVPD RIJCOSX def2/J DEFGRID3
* xyz 0 1
H 1.8342 1.6729 2.6900
N 2.0883 0.7876 2.2539
C 1.4241 -0.1615 2.7509
C 1.6499 -1.5690 2.2747
C 2.6917 -2.2870 3.1505
O 3.7470 -2.8121 2.2813
S 3.3420 -4.2327 1.7119
O 4.4260 -5.1165 1.9563
O 2.7656 -4.1355 0.4222
O 2.1483 -4.4986 2.7518
C 2.2789 -3.5853 3.8860
C 3.4101 -4.1406 4.7818
C 3.6005 -3.5798 6.2029
C 3.8855 -2.0938 6.1805
O 3.0687 -1.2118 6.1762
O 5.2185 -1.8627 6.1193
P 0.5622 -3.6692 4.6154
O -0.4619 -3.1121 3.7440
O 0.3898 -5.2300 4.9150
O 0.5915 -2.9865 6.0451
H 0.6912 -0.0068 3.5491
H 0.7146 -2.1199 2.2313
H 2.0716 -1.5075 1.2714
H 3.1875 -1.5673 3.7947
H 4.3584 -4.0161 4.2602
H 3.2487 -5.2192 4.8574
H 4.4822 -4.0742 6.6108
H 2.7696 -3.8067 6.8634
H 5.3465 -0.9390 5.8601
H 1.2095 -5.7355 4.9301
H 0.5734 -3.6055 6.7841
O 0.8306 -2.3956 -5.1440
C 1.4285 -1.4526 -4.6667
C 2.4819 -1.6426 -3.6297
C 2.8014 -2.9330 -3.2243
C 3.7899 -3.1358 -2.2769
C 4.4636 -2.0496 -1.7302
C 4.1435 -0.7607 -2.1204
C 3.1503 -0.5502 -3.0695
C 2.8097 0.8467 -3.4591
O 3.3531 1.8002 -2.9397
C 1.7727 1.0328 -4.5136
C 1.4531 2.3196 -4.9222
C 0.5019 2.5276 -5.9076
C -0.1308 1.4368 -6.4968
C 0.1848 0.1500 -6.0927
C 1.1303 -0.0577 -5.0974
H 2.2646 -3.7659 -3.6571
H 4.0320 -4.1387 -1.9553
H 5.2371 -2.2114 -0.9902
H 4.6512 0.0944 -1.6957
H 1.9600 3.1499 -4.4580
H 0.2551 3.5371 -6.2135
H -0.8715 1.5918 -7.2706
H -0.2950 -0.7071 -6.5409
O -0.2797 -5.0231 9.9648
C -0.5844 -4.3584 10.9345
C 0.3392 -4.2208 12.0964
C 1.5756 -4.8542 12.0537
C 2.4590 -4.7190 13.1108
C 2.1122 -3.9494 14.2159
C 0.8778 -3.3247 14.2688
C -0.0141 -3.4605 13.2123
C -1.3447 -2.7905 13.3013
O -1.6680 -2.1693 14.2898
C -2.2586 -2.9123 12.1292
C -3.4907 -2.2715 12.1687
C -4.3468 -2.3527 11.0836
C -3.9774 -3.0745 9.9540
C -2.7546 -3.7221 9.9127
C -1.8914 -3.6459 10.9995
H 1.8294 -5.4487 11.1867
H 3.4214 -5.2125 13.0759
H 2.8071 -3.8395 15.0381
H 0.5893 -2.7277 15.1230
H -3.7612 -1.7123 13.0538
H -5.3051 -1.8512 11.1151
H -4.6460 -3.1317 9.1053
H -2.4561 -4.2917 9.0434
O 0.0139 6.2964 -5.7190
C 0.6054 7.2450 -5.2460
C 1.6697 7.0592 -4.2201
C 1.9910 5.7703 -3.8180
C 3.0000 5.5547 -2.8948
C 3.6915 6.6396 -2.3651
C 3.3667 7.9305 -2.7487
C 2.3536 8.1468 -3.6756
C 2.0123 9.5436 -4.0672
O 2.5699 10.4943 -3.5628
C 0.9583 9.7306 -5.1084
C 0.6420 11.0199 -5.5184
C -0.3157 11.2184 -6.4982
C -0.9623 10.1304 -7.0742
C -0.6571 8.8438 -6.6642
C 0.3011 8.6389 -5.6788
H 1.4397 4.9433 -4.2363
H 3.2477 4.5438 -2.5932
H 4.4856 6.4750 -1.6486
H 3.8916 8.7833 -2.3404
H 1.1567 11.8544 -5.0622
H -0.5594 12.2234 -6.8173
H -1.7064 10.2883 -7.8439
H -1.1530 7.9866 -7.0985
O -5.0963 -1.9362 -10.9784
C -5.3921 -1.4902 -9.8906
C -4.4814 -1.6374 -8.7193
C -3.2612 -2.2798 -8.8940
C -2.3882 -2.4064 -7.8268
C -2.7292 -1.8911 -6.5809
C -3.9473 -1.2587 -6.3979
C -4.8291 -1.1320 -7.4647
C -6.1409 -0.4593 -7.2403
O -6.4640 -0.0601 -6.1424
C -7.0424 -0.2915 -8.4177
C -8.2571 0.3614 -8.2459
C -9.1007 0.5467 -9.3277
C -8.7353 0.0812 -10.5864
C -7.5301 -0.5767 -10.7615
C -6.6805 -0.7680 -9.6783
H -3.0116 -2.6716 -9.8705
H -1.4362 -2.9043 -7.9604
H -2.0396 -1.9894 -5.7519
H -4.2283 -0.8555 -5.4346
H -8.5237 0.7186 -7.2607
H -10.0456 1.0566 -9.1927
H -9.3943 0.2322 -11.4314
H -7.2317 -0.9487 -11.7320
*
```

- molecular weight (g mol⁻¹) = 1150.08
- maximum force (eV Å⁻¹) = 0.444
- Kohn-Sham gap (eV) = 8.277
- SMILES = [H]/N=C/C[C@@H]1OS(=O)(=O)O[C@]1(CCC(=O)O)P(=O)(O)O.O=C1c2ccccc2C(=O)c2ccccc21.O=C1c2ccccc2C(=O)c2ccccc21.O=C1c2ccccc2C(=O)c2ccccc21.O=C1c2ccccc2C(=O)c2ccccc21
- energy relative to the best compared isomer or geometry (same formula, charge and spin) (eV) = 0.0000
- energy (eV) = -122470.853

Here are the Löwdin charges for atoms 1 to 6, given in e:
1 H 0.051
2 N 0.108
3 C -0.232
4 C -0.106
5 C -0.218
6 O -0.167

***

# 3
C4H8O2 | ωB97M-V/def2-TZVPD

```
! wB97M-V def2-TZVPD RIJCOSX def2/J DEFGRID3
* xyz 0 1
C 0.1080 1.6025 0.0283
C 0.3302 0.0986 0.1641
C 1.3733 -0.4088 -0.8074
O 2.1529 0.2971 -1.4011
C -0.9412 -0.7614 0.0766
O -0.8020 -1.9017 0.9186
H 1.0545 2.1297 0.1715
H -0.6007 1.9589 0.7837
H -0.2713 1.8818 -0.9605
H 0.7514 -0.0986 1.1650
H 1.3907 -1.5125 -0.9442
H -1.8152 -0.1598 0.3599
H -1.1071 -1.0955 -0.9618
H -1.6236 -2.0301 1.4072
*
```

- molecular weight (g mol⁻¹) = 88.11
- maximum force (eV Å⁻¹) = 0.478
- Kohn-Sham gap (eV) = 10.503
- SMILES = C[C@H](C=O)CO
- energy relative to the best compared isomer or geometry (same formula, charge and spin) (eV) = 1.2657
- energy (eV) = -8372.016

Here are the Löwdin charges for atoms 1 to 6, given in e:
1 C -0.067
2 C -0.327
3 C -0.232
4 O 0.058
5 C -0.237
6 O -0.066

***

# 4
C12H48N24O12 | ωB97M-V/def2-TZVPD

```
! wB97M-V def2-TZVPD RIJCOSX def2/J DEFGRID3
* xyz 0 1
C -0.7506 4.0394 3.2960
O 0.1618 4.4225 4.0113
N -2.0314 4.4307 3.4405
N -0.5852 3.1625 2.3448
H -2.8017 4.1196 2.8660
H -2.2481 4.8589 4.3292
H -1.3411 2.6835 1.8766
H 0.3627 2.8198 2.4099
C 2.0886 3.0030 1.5193
O 1.2338 2.6591 2.3323
N 3.1764 3.5151 1.8813
N 1.8926 2.7854 0.2633
H 3.3024 3.2369 2.8440
H 3.8759 3.8029 1.2119
H 1.1272 2.1618 0.0504
H 2.6289 2.7508 -0.4271
C 3.8744 -1.3952 0.3758
O 4.0894 -0.1776 0.3346
N 2.7150 -1.9416 0.4108
N 4.9299 -2.1366 0.4967
H 1.8647 -1.4139 0.2742
H 2.6291 -2.9471 0.4516
H 5.7545 -1.6934 0.8758
H 4.8011 -3.1017 0.7653
C -3.2828 0.6733 -0.6150
O -2.6031 -0.1296 0.0037
N -2.7203 1.7751 -1.1272
N -4.5588 0.5504 -0.8029
H -1.7324 1.9293 -0.9845
H -3.2127 2.3072 -1.8304
H -5.0656 -0.1763 -0.3180
H -5.0724 1.1449 -1.4377
C 0.4158 -3.5130 -0.0317
O 0.6374 -3.8230 1.1379
N 1.1956 -3.8386 -1.0622
N -0.6055 -2.9154 -0.4824
H 1.1803 -3.2017 -1.8459
H 1.9972 -4.4386 -0.9295
H -1.3919 -2.4867 -0.0158
H -0.4847 -2.6439 -1.4477
C 0.0750 0.2282 0.3011
O 1.2296 0.0876 0.1182
N -0.7322 -0.6792 -0.3055
N -0.5695 1.1849 0.9179
H -1.7281 -0.5115 -0.3123
H -0.4733 -1.6477 -0.4284
H -1.4979 0.9395 1.2307
H -0.1377 2.0321 1.2584
C 2.7829 0.3190 3.0758
O 2.5728 0.1531 4.2382
N 1.7994 0.3212 2.2201
N 3.9260 0.3160 2.4835
H 1.9420 0.4929 1.2351
H 0.8592 0.3555 2.5875
H 4.7946 0.0361 2.9162
H 3.9238 0.3543 1.4742
C -3.3034 -0.8834 2.0079
O -4.0403 -1.4049 1.2231
N -2.8967 -1.3972 3.1242
N -2.8543 0.2904 1.8660
H -2.1498 -0.7983 3.4459
H -3.0191 -2.2785 3.6022
H -2.3307 0.7413 2.6027
H -3.1701 0.8619 1.0954
C 2.9653 -1.5052 -2.4273
O 4.0498 -0.9594 -2.2818
N 1.8299 -1.1083 -1.8459
N 2.5932 -2.4373 -3.2405
H 1.8969 -0.3917 -1.1373
H 0.9940 -1.6545 -1.9980
H 3.3458 -2.9708 -3.6517
H 1.6570 -2.8006 -3.3482
C -0.2084 2.4568 -1.6281
O -1.4182 2.7331 -1.5459
N 0.2903 1.2523 -1.8283
N 0.6947 3.3960 -1.6464
H 1.1919 1.3420 -2.2744
H -0.0871 0.3654 -1.5265
H 1.6511 3.1307 -1.8332
H 0.5168 4.2623 -1.1585
C -0.7166 -1.1163 -3.0088
O -0.5822 -1.8066 -2.0063
N -1.2400 -0.0035 -3.0913
N -0.1007 -1.4132 -4.1442
H -1.4214 0.5205 -3.9354
H -1.8428 0.2483 -2.3210
H -0.0713 -0.8097 -4.9535
H 0.3686 -2.3060 -4.0913
C -3.5720 -2.7150 -0.9182
O -4.1620 -3.7708 -0.8304
N -2.3663 -2.5684 -1.4002
N -4.1447 -1.6517 -0.5532
H -2.0841 -1.6267 -1.6318
H -1.9747 -3.3166 -1.9543
H -3.6931 -0.7719 -0.3483
H -4.8078 -1.9746 0.1369
*
```

- molecular weight (g mol⁻¹) = 720.67
- maximum force (eV Å⁻¹) = 19.923
- Kohn-Sham gap (eV) = 6.666
- energy relative to the best compared isomer or geometry (same formula, charge and spin) (eV) = 51.9838
- energy (eV) = -73518.379

Here are the Löwdin charges for atoms 1 to 6, given in e:
1 C -0.703
2 O 0.046
3 N 0.140
4 N 0.118
5 H 0.089
6 H 0.100

***

# 5
C4H6O2 | ωB97M-V/def2-TZVPD

```
! wB97M-V def2-TZVPD RIJCOSX def2/J DEFGRID3
* xyz 0 1
O 2.1637 -0.5411 -0.0343
C 0.7926 -0.5474 -0.1559
C -0.5728 -0.3485 0.8887
C -1.2520 0.2997 -0.3416
C 0.1691 0.7164 -0.5972
O 0.7054 1.8039 -0.5208
H 2.4620 0.3648 -0.2365
H 0.4913 -1.4714 -0.6527
H -0.9590 -1.3080 1.2368
H -0.5335 0.3809 1.7084
H -1.9579 1.1168 -0.2219
H -1.6083 -0.4623 -1.0409
*
```

- molecular weight (g mol⁻¹) = 86.09
- maximum force (eV Å⁻¹) = 0.761
- Kohn-Sham gap (eV) = 10.686
- energy relative to the best compared isomer or geometry (same formula, charge and spin) (eV) = 1.9882
- energy (eV) = -8338.473

Here are the Löwdin charges for atoms 1 to 6, given in e:
1 O 0.020
2 C -0.240
3 C -0.043
4 C -0.088
5 C -0.441
6 O 0.087

***

# 6
CH4N2S3 | ωB97M-V/def2-TZVPD

```
! wB97M-V def2-TZVPD RIJCOSX def2/J DEFGRID3
* xyz 0 1
S 2.3474 -0.0477 -0.0024
C 0.7274 -0.0235 0.0029
N 0.1110 1.0511 -0.5628
S -1.3626 1.7246 0.1016
N 0.0122 -1.0286 0.5527
S -1.4638 -1.6503 -0.1272
H 0.7241 1.6769 -1.0673
H -0.8558 2.4202 1.1946
H 0.6027 -1.7430 0.9942
H -0.8426 -2.3797 -1.0864
*
```

- molecular weight (g mol⁻¹) = 140.26
- maximum force (eV Å⁻¹) = 2.091
- Kohn-Sham gap (eV) = 8.928
- SMILES = S=C(NS)NS
- energy relative to the best compared isomer or geometry (same formula, charge and spin) (eV) = 0.1604
- energy (eV) = -36586.919

Here are the Löwdin charges for atoms 1 to 6, given in e:
1 S 0.653
2 C -1.130
3 N -0.421
4 S 0.705
5 N -0.428
6 S 0.727

***

> Number 2 is which compound?

C63H44NO17PS

***

> maximum force of number 4 (C12H48N24O12)?

19.923 eV Å⁻¹

***

> Look up the energy of the second one.

-122470.853 eV